Record 1
{"formula": "C32H24N2O3PRh", "method": "wB97M-V/def2-TZVPD", "e_lumo_ev": -0.36, "relative_energy_kcal_mol": 9.5, "gap_ev": 7.3, "elements": ["Rh", "O", "C", "C", "C", "C", "C", "C", "C", "O", "N", "N", "C", "C", "C", "C", "C", "C", "C", "O", "H", "H", "H", "H", "H", "H", "H", "H", "H", "H", "C", "C", "C", "C", "C", "C", "P", "C", "C", "C", "C", "C", "C", "C", "C", "C", "C", "C", "C", "H", "H", "H", "H", "H", "H", "H", "H", "H", "H", "H", "H", "H", "H"], "positions_angstrom": [[0.4346, -0.3179, 0.0358], [-0.2147, 4.9548, 1.0876], [1.1086, 4.7650, 1.1852], [1.9135, 5.9003, 1.3009], [3.2835, 5.7788, 1.4037], [3.8887, 4.5232, 1.3953], [3.0994, 3.3975, 1.2799], [1.7085, 3.4928, 1.1697], [0.9096, 2.2665, 0.9927], [1.5441, 1.1260, 0.9814], [-0.3824, 2.3674, 0.8602], [-0.9408, 1.1100, 0.6271], [-2.1384, 0.9016, 1.0271], [-2.8272, -0.3522, 0.8512], [-4.0556, -0.5246, 1.5063], [-4.7793, -1.6879, 1.3877], [-4.2756, -2.7060, 0.5737], [-3.0809, -2.5620, -0.0940], [-2.3070, -1.3885, 0.0281], [-1.2067, -1.2920, -0.6709], [-0.6424, 4.0713, 0.9888], [1.4298, 6.8679, 1.3070], [3.8901, 6.6717, 1.4908], [4.9630, 4.4291, 1.4807], [3.5438, 2.4122, 1.2748], [-2.6541, 1.7190, 1.5275], [-4.4310, 0.2867, 2.1206], [-5.7183, -1.8101, 1.9090], [-4.8347, -3.6272, 0.4607], [-2.7011, -3.3440, -0.7389], [6.2346, 0.7000, 0.9341], [6.0651, 0.9977, -0.4100], [4.8582, 0.7224, -1.0368], [3.8209, 0.1481, -0.3070], [3.9922, -0.1571, 1.0408], [5.2013, 0.1180, 1.6576], [2.2808, -0.2821, -1.1135], [1.9804, 0.7570, -2.5569], [1.2548, 0.2153, -3.6175], [0.8468, 1.0309, -4.6600], [1.1378, 2.3886, -4.6401], [1.8413, 2.9348, -3.5760], [2.2618, 2.1228, -2.5338], [2.1278, -2.0137, -1.4390], [2.5857, -2.9401, -2.3590], [2.0757, -4.2147, -2.1669], [1.1615, -4.4596, -1.1240], [0.7025, -3.4725, -0.2625], [1.2202, -2.1781, -0.4045], [7.1759, 0.9219, 1.4203], [6.8715, 1.4471, -0.9746], [4.7289, 0.9564, -2.0856], [3.1749, -0.5911, 1.6014], [5.3333, -0.1115, 2.7066], [1.0009, -0.8373, -3.6183], [0.2882, 0.6065, -5.4839], [0.8044, 3.0239, -5.4504], [2.0531, 3.9956, -3.5479], [2.7910, 2.5621, -1.6951], [3.2615, -2.6861, -3.1640], [2.3575, -5.0305, -2.8203], [0.7762, -5.4658, -1.0078], [-0.0343, -3.7144, 0.4934]]}

=====

Record 2
{"formula": "C47H129CuF3N18O17P5S2", "method": "wB97M-V/def2-TZVPD", "e_lumo_ev": [1.78, 1.78], "s2": 0.75, "multiplicity": 2, "total_charge": -1, "gap_ev": [7.6, 7.6], "elements": ["Cu", "S", "O", "O", "O", "O", "C", "F", "F", "F", "S", "O", "O", "O", "O", "P", "N", "C", "C", "N", "C", "C", "N", "C", "C", "H", "H", "H", "H", "H", "H", "H", "H", "H", "H", "H", "H", "H", "H", "H", "H", "H", "H", "O", "P", "N", "C", "C", "N", "C", "C", "N", "C", "C", "H", "H", "H", "H", "H", "H", "H", "H", "H", "H", "H", "H", "H", "H", "H", "H", "H", "H", "O", "P", "N", "C", "C", "N", "C", "C", "N", "C", "C", "H", "H", "H", "H", "H", "H", "H", "H", "H", "H", "H", "H", "H", "H", "H", "H", "H", "H", "O", "P", "N", "C", "C", "N", "C", "C", "N", "C", "C", "H", "H", "H", "H", "H", "H", "H", "H", "H", "H", "H", "H", "H", "H", "H", "H", "H", "H", "O", "P", "N", "C", "C", "N", "C", "C", "N", "C", "C", "H", "H", "H", "H", "H", "H", "H", "H", "H", "H", "H", "H", "H", "H", "H", "H", "H", "H", "O", "C", "O", "C", "C", "C", "H", "H", "H", "H", "H", "H", "C", "C", "C", "O", "C", "N", "H", "H", "H", "H", "H", "H", "H", "H", "H", "H", "H", "C", "C", "C", "O", "C", "N", "H", "H", "H", "H", "H", "H", "H", "H", "H", "H", "H", "C", "C", "C", "O", "C", "N", "H", "H", "H", "H", "H", "H", "H", "H", "H", "H", "H"], "positions_angstrom": [[26.6439, 2.4697, 5.1378], [25.5158, 4.0010, 7.0906], [24.1666, 4.5031, 7.3684], [26.0218, 4.4019, 5.7045], [26.5088, 4.4341, 8.0917], [25.5463, 2.4976, 6.9545], [24.9643, 4.2944, 1.5019], [24.2425, 4.8614, 2.4260], [24.5841, 3.0496, 1.3785], [24.6608, 4.9005, 0.3745], [26.7327, 4.3521, 2.0378], [26.9842, 5.7122, 2.4656], [26.7467, 3.3650, 3.0744], [27.4923, 3.9760, 0.8615], [26.7326, 0.6849, 3.8608], [27.0482, -0.5452, 3.1471], [27.2754, -1.9222, 4.0054], [26.0709, -2.4139, 4.7278], [28.5455, -2.0847, 4.7613], [28.4695, -0.3172, 2.3480], [28.6697, 1.0020, 1.7637], [29.0700, -1.4032, 1.6250], [25.8779, -0.9865, 2.0736], [24.9036, 0.0622, 1.6488], [25.8239, -2.2426, 1.3927], [26.3344, -3.2803, 5.3375], [25.3242, -2.7411, 3.9990], [25.6535, -1.6739, 5.4256], [28.6025, -1.3805, 5.5967], [29.3978, -1.8812, 4.1048], [28.6215, -3.1387, 5.0188], [27.9404, 1.1698, 0.9569], [28.6185, 1.8032, 2.4924], [29.6631, 1.0230, 1.3323], [28.8554, -2.3489, 2.1183], [28.6779, -1.4451, 0.6010], [30.1515, -1.2635, 1.6183], [25.3365, 1.0570, 1.7017], [24.5576, -0.1515, 0.6384], [24.0193, 0.0211, 2.3000], [26.0393, -3.0502, 2.0999], [26.5141, -2.3443, 0.5489], [24.8178, -2.4215, 1.0053], [26.5025, 2.2137, -4.0650], [25.5463, 1.1740, -3.7059], [26.1467, 0.0621, -2.6579], [27.4070, 0.3569, -1.9512], [25.4229, -1.1243, -2.2952], [25.0373, 0.2121, -4.9571], [24.2243, 0.8244, -6.0126], [26.1060, -0.6250, -5.4840], [24.1431, 1.7609, -3.0604], [22.9378, 0.9526, -3.0453], [24.2753, 2.5711, -1.8754], [27.7525, -0.5483, -1.4645], [27.2537, 1.2024, -1.2692], [28.1838, 0.6842, -2.6480], [26.1132, -1.9260, -2.0314], [24.8305, -1.4708, -3.1501], [24.7042, -0.9534, -1.4804], [23.6337, 0.0439, -6.5136], [23.5303, 1.5293, -5.5582], [24.8326, 1.2826, -6.8034], [26.2352, -1.4894, -4.8280], [25.8079, -1.0267, -6.4525], [27.0603, -0.1041, -5.6009], [22.8952, 0.1030, -3.7301], [22.8135, 0.4478, -2.0727], [22.0551, 1.5657, -3.2695], [23.5203, 3.3701, -1.9139], [25.2398, 3.0761, -1.8346], [24.1302, 2.0328, -0.9282], [25.0772, 9.8711, -2.7417], [25.8858, 8.8145, -3.3445], [27.2218, 9.3979, -4.1311], [28.0712, 8.4447, -4.8050], [27.8939, 10.6045, -3.6474], [25.0427, 7.9984, -4.4900], [25.2654, 6.6124, -4.9180], [24.0559, 8.7231, -5.2695], [26.4124, 7.6143, -2.3270], [25.4316, 6.6298, -1.8686], [27.4325, 7.9611, -1.3490], [28.4864, 8.9174, -5.7075], [27.4839, 7.6272, -5.2084], [28.8481, 8.1182, -4.1202], [27.1568, 11.2488, -3.1729], [28.3339, 11.0934, -4.5205], [28.6633, 10.3786, -2.8901], [24.2965, 6.0741, -4.8462], [25.5323, 6.5523, -5.9855], [25.9596, 6.1075, -4.2577], [23.0570, 8.3405, -5.0241], [24.0998, 9.7803, -5.0445], [24.2763, 8.5209, -6.3237], [25.8659, 5.6250, -1.8676], [25.1122, 6.8634, -0.8508], [24.5616, 6.6031, -2.5215], [27.0553, 8.6349, -0.5728], [28.2801, 8.4051, -1.8782], [27.8231, 7.0481, -0.8896], [34.5819, 3.0263, -3.5673], [33.7360, 3.6588, -2.5486], [34.5636, 4.6848, -1.5661], [34.1141, 6.0026, -1.0408], [35.8151, 4.1716, -1.0884], [33.0530, 2.6075, -1.4594], [32.6333, 1.3052, -1.9699], [32.8348, 2.9624, -0.0109], [32.4896, 4.5121, -3.2001], [31.3508, 5.0101, -2.4482], [32.4491, 4.6355, -4.6525], [34.6246, 6.2307, -0.0971], [33.0382, 6.0052, -0.8664], [34.4004, 6.8209, -1.7200], [35.7540, 3.8489, -0.0355], [36.6335, 4.9053, -1.1513], [36.1362, 3.3484, -1.7280], [31.6319, 1.3831, -2.4341], [33.2555, 0.9674, -2.8108], [32.6917, 0.5169, -1.2211], [31.7872, 3.2880, 0.1406], [33.0476, 2.0783, 0.6102], [33.4674, 3.7839, 0.3089], [31.3555, 6.1065, -2.4815], [30.4226, 4.6988, -2.9338], [31.3417, 4.6505, -1.4264], [31.4967, 5.0873, -4.9561], [32.4284, 3.6640, -5.1574], [33.2604, 5.2400, -5.0630], [21.2593, -0.8224, -0.4755], [19.9880, -0.2407, -0.0227], [18.7042, -0.5479, -1.0094], [18.3412, -1.9352, -1.1360], [18.4157, 0.2722, -2.1482], [20.0281, 1.3922, 0.1509], [21.2975, 2.1407, 0.0401], [18.8215, 2.1790, 0.3208], [19.4589, -0.8412, 1.4068], [18.1469, -0.6395, 1.9017], [20.4381, -1.2262, 2.3732], [17.7492, -2.0207, -2.0441], [17.7155, -2.2610, -0.3044], [19.2198, -2.5749, -1.2096], [17.4232, 0.0414, -2.5381], [19.0913, 0.0810, -3.0134], [18.5588, 1.3316, -1.9496], [21.6525, 2.1350, -0.9930], [21.1669, 3.1694, 0.3617], [22.0145, 1.6248, 0.6807], [18.7408, 2.5322, 1.3597], [18.8497, 3.0627, -0.3254], [17.9259, 1.6079, 0.0909], [17.9835, 0.3820, 2.2994], [17.3748, -0.8355, 1.1538], [17.9020, -1.2857, 2.7545], [20.2315, -2.2266, 2.7720], [20.3912, -0.5222, 3.2063], [21.4096, -1.2739, 1.8927], [24.5000, 2.2338, 4.3769], [23.4181, 2.5759, 4.2384], [22.5707, 1.8210, 3.4928], [21.2732, 2.3567, 3.5202], [21.3426, 3.7503, 4.1484], [22.7104, 3.7566, 4.8410], [20.5799, 1.7360, 4.0991], [20.8654, 2.4251, 2.5165], [20.5187, 3.9094, 4.8384], [21.3139, 4.5183, 3.3775], [22.7526, 3.5990, 5.9181], [23.3246, 4.6109, 4.5730], [26.9716, 9.3129, 4.5281], [26.7459, 8.1842, 5.4943], [25.2523, 7.9615, 5.7149], [24.6288, 9.0480, 6.3792], [24.9146, 9.0702, 7.7525], [27.4368, 6.9982, 5.0601], [26.3235, 10.1443, 4.8080], [26.7327, 9.0127, 3.4974], [28.0318, 9.5611, 4.4839], [27.1264, 8.4827, 6.4793], [25.0003, 7.0178, 6.2138], [24.7803, 7.9352, 4.7202], [24.2122, 9.7305, 8.2629], [25.9407, 9.3535, 8.0204], [24.7611, 8.0652, 8.1946], [27.1698, 6.7589, 4.0869], [27.0969, 6.1820, 5.5916], [31.0469, 2.2283, 5.7502], [29.5768, 1.8361, 5.4781], [28.9625, 1.2519, 6.7413], [27.6290, 0.8930, 6.4617], [27.0047, 0.2441, 7.5856], [28.7472, 3.0589, 5.1112], [31.0568, 3.1411, 6.3610], [31.5453, 2.5369, 4.8260], [31.6216, 1.4482, 6.2547], [29.4738, 1.1729, 4.6063], [29.0295, 2.0275, 7.5209], [29.5659, 0.3811, 7.0389], [26.7191, 0.9042, 8.4025], [27.5937, -0.6276, 7.9109], [26.0535, -0.1503, 7.2002], [29.1364, 3.5543, 4.2840], [28.9736, 3.7612, 5.8422], [31.9884, 5.5732, 2.0879], [31.1489, 6.0570, 3.3143], [30.8139, 7.5260, 3.2134], [31.9829, 8.2400, 2.8413], [31.7373, 9.5734, 2.6131], [29.8645, 5.3288, 3.4274], [32.8944, 6.1717, 2.0259], [31.3331, 5.7414, 1.2223], [32.2531, 4.5319, 2.2268], [31.7758, 5.8806, 4.1980], [30.4718, 7.9028, 4.1856], [30.0289, 7.6811, 2.4565], [32.6746, 10.1270, 2.4727], [31.2472, 10.0442, 3.4797], [31.1703, 9.7490, 1.6853], [29.2475, 5.4547, 2.6179], [29.3154, 5.6677, 4.2243]]}

=====

Record 3
{"formula": "C3H9N3O3", "method": "wB97M-V/def2-TZVPD", "e_lumo_ev": -0.29, "relative_energy_kcal_mol": 267.2, "gap_ev": 9.5, "elements": ["C", "C", "C", "H", "H", "H", "H", "H", "H", "H", "H", "H", "N", "N", "N", "O", "O", "O"], "positions_angstrom": [[-0.3056, -0.8292, 1.8984], [0.2268, -1.3012, -0.1605], [0.9611, -1.3172, -1.4734], [-1.3651, -0.6495, 1.6767], [-0.1516, -1.9138, 2.0876], [-0.0625, -0.0105, 2.7475], [0.4096, -2.1391, 0.5588], [-0.8823, -1.2418, -0.1653], [2.1624, -1.2085, -1.2744], [0.9152, -0.2939, -2.1619], [-0.5983, -2.1924, -1.8950], [0.2636, 2.7729, 0.3575], [0.4215, -0.3696, 0.7999], [-0.0216, 0.8675, 0.5320], [-1.3797, 1.1904, 0.4576], [0.5623, -2.3336, -2.4688], [0.9359, 1.9297, 0.5145], [-1.3890, 2.3719, -0.0513]]}